[1]
C39H74AlBBrCl5FN3NaO10Si2 as an isolated structure, computed with wB97M-V/def2-TZVPD.

Calculated values
HOMO energy, hartree: -0.3018
Total charge: +1
Orbital gap, eV: 1.116
Electronic energy, eV: -229391.8026
LUMO level, eV: -7.10

Atoms and positions in Å:
C1 8.005 0.984 -2.547
C2 9.038 0.834 -3.683
O1 8.514 0.502 -4.946
C3 7.666 1.443 -5.592
C4 7.759 2.901 -5.095
O2 7.351 3.804 -6.127
C5 7.505 5.109 -5.811
C6 7.037 5.647 -4.483
O3 7.973 5.855 -6.604
O4 8.188 1.561 -6.862
B1 7.653 0.550 -7.764
Cl1 8.721 -1.042 -7.946
O5 6.450 0.117 -7.044
C7 6.206 0.818 -5.832
C8 5.117 1.778 -6.282
C9 4.573 2.816 -5.293
C10 3.302 3.375 -5.872
C11 2.056 2.832 -5.595
C12 0.904 3.344 -6.189
C13 1.015 4.403 -7.072
C14 2.246 4.971 -7.346
C15 3.382 4.453 -6.749
C16 5.795 -0.382 -4.927
C17 4.476 -0.218 -4.232
C18 4.555 0.110 -2.757
N1 3.370 -0.348 -4.856
H1 7.024 1.210 -2.948
H2 8.307 1.828 -1.931
H3 7.953 0.085 -1.944
H4 9.659 -0.014 -3.410
H5 9.720 1.683 -3.705
H6 7.154 3.034 -4.195
H7 8.783 3.155 -4.836
H8 6.237 6.356 -4.676
H9 6.653 4.910 -3.786
H10 7.822 6.207 -3.990
H11 7.452 0.980 -8.876
H12 4.302 1.204 -6.707
H13 5.555 2.324 -7.112
H14 4.315 2.420 -4.310
H15 5.228 3.666 -5.151
H16 1.981 1.987 -4.911
H17 -0.063 2.902 -5.990
H18 0.127 4.783 -7.553
H19 2.331 5.788 -8.042
H20 4.358 4.864 -6.961
H21 5.702 -1.248 -5.567
H22 6.547 -0.625 -4.184
H23 4.918 1.121 -2.582
H24 3.573 -0.009 -2.261
H25 5.245 -0.566 -2.258
H26 2.594 -0.200 -4.204
C19 -0.986 -0.201 -0.379
O6 -1.309 -0.954 -1.531
C20 -0.363 -1.059 -2.480
O7 0.756 -0.568 -2.447
O8 -0.803 -1.802 -3.436
C21 0.180 -2.014 -4.486
H27 -1.857 -0.238 0.270
H28 -0.143 -0.650 0.154
H29 -0.775 0.843 -0.618
H30 1.079 -2.485 -4.013
H31 0.419 -1.062 -4.982
H32 -0.263 -2.687 -5.207
C22 -6.325 -3.190 1.648
C23 -4.852 -2.986 2.070
C24 -4.406 -4.121 3.008
C25 -4.999 -4.031 4.416
C26 -4.745 -2.663 5.050
C27 -5.209 -1.485 4.178
N2 -4.669 -1.656 2.772
O9 -3.536 -1.292 2.707
C28 -6.749 -1.405 4.174
C29 -4.758 -0.164 4.792
C30 -4.055 -3.042 0.766
H33 -6.792 -2.251 1.350
H34 -6.376 -3.858 0.790
H35 -6.934 -3.649 2.423
H36 -3.314 -4.115 3.085
H37 -4.681 -5.068 2.547
H38 -6.069 -4.246 4.394
H39 -4.548 -4.803 5.041
H40 -5.250 -2.596 6.013
H41 -3.674 -2.561 5.253
H42 -7.103 -0.656 3.466
H43 -7.096 -1.110 5.161
H44 -7.240 -2.347 3.950
H45 -3.683 -0.127 4.959
H46 -5.228 -0.020 5.760
H47 -5.037 0.682 4.161
H48 -4.337 -2.232 0.091
H49 -4.259 -3.981 0.261
H50 -2.977 -3.001 0.919
Na1 1.564 0.456 -6.560
C31 -4.211 -2.492 -7.163
C32 -2.763 -2.375 -6.737
O10 -2.212 -1.127 -7.159
H51 -4.303 -2.406 -8.246
H52 -4.631 -3.446 -6.851
H53 -4.806 -1.688 -6.722
H54 -2.159 -3.161 -7.184
H55 -2.678 -2.454 -5.649
H56 -2.742 -0.432 -6.757
C33 -2.584 1.364 7.473
Si1 -2.593 0.283 9.013
C34 -0.805 -0.140 9.406
C35 -3.508 -1.303 8.559
N3 -3.352 1.154 10.292
Si2 -3.600 0.602 11.862
C36 -1.927 0.251 12.736
C37 -4.671 -0.934 11.976
C38 -4.433 1.952 12.869
H57 -2.105 0.832 6.646
H58 -3.602 1.622 7.173
H59 -2.030 2.286 7.651
H60 -0.308 -0.481 8.494
H61 -0.724 -0.938 10.144
H62 -0.265 0.733 9.776
H63 -4.576 -1.115 8.429
H64 -3.382 -2.078 9.316
H65 -3.113 -1.698 7.617
H66 -1.480 -0.734 12.293
H67 -2.110 0.122 13.807
H68 -1.193 1.052 12.614
H69 -5.587 -0.800 11.399
H70 -4.950 -1.119 13.016
H71 -4.157 -1.826 11.614
H72 -5.406 2.185 12.436
H73 -3.830 2.860 12.888
H74 -4.585 1.624 13.900
Al1 2.560 0.397 -0.537
F1 1.738 -3.848 -3.441
C39 -6.604 -2.008 -3.906
Cl2 -7.324 -2.347 -2.329
Cl3 -7.533 -0.746 -4.712
Cl4 -4.934 -1.460 -3.673
Cl5 -6.608 -3.469 -4.888
Br1 -0.845 -2.368 12.661

Forces on atoms 1 to 2 (eV/Å):
C 0.374 0.509 -0.357
C -0.003 -0.793 0.436

Results of the Mulliken charge analysis, in e, for atoms 1 through 6:
1 C -0.09
2 C -0.58
3 O -0.41
4 C 0.87
5 C -1.50
6 O -0.42



[2]
A 3-piece molecular cluster, C39H74F9N2O11P2 overall, computed with wB97M-V/def2-TZVPD.

Calculated values
HOMO energy, hartree: -0.3918
Total charge: +1
Orbital gap, eV: 7.446
Electronic energy, eV: -110161.7323
LUMO level, eV: -3.22

Atoms and positions in Å:
C1 8.035 -3.020 0.492
C2 6.490 -2.894 1.014
C3 6.033 -1.360 1.205
C4 5.251 -0.703 -0.016
O1 5.259 0.760 0.049
C5 5.038 1.245 1.356
N1 5.049 1.691 2.480
C6 6.059 -0.938 -1.423
C7 7.281 0.037 -1.778
C8 6.898 1.398 -2.547
C9 7.562 2.618 -1.670
C10 8.923 3.192 -2.320
C11 10.263 2.684 -1.546
O2 10.205 2.938 -0.113
C12 11.289 3.805 0.309
C13 4.821 -1.085 -2.496
C14 3.825 -1.893 -1.470
C15 2.572 -2.671 -2.042
F1 2.059 -3.711 -1.176
F2 3.062 -3.405 -3.192
C16 1.311 -1.846 -2.557
F3 0.670 -2.702 -3.536
F4 0.306 -1.728 -1.527
C17 1.594 -0.481 -3.336
F5 2.452 -0.762 -4.460
F6 2.102 0.579 -2.512
C18 0.257 0.164 -4.025
F7 0.691 1.468 -4.465
F8 -0.778 0.409 -3.095
F9 -0.147 -0.511 -5.191
N2 3.770 -1.030 -0.253
C19 2.884 -1.355 0.909
C20 1.577 -0.368 0.925
C21 1.704 0.861 1.949
C22 0.238 1.476 2.320
C23 -0.595 1.951 1.030
C24 -2.192 1.611 1.127
C25 -3.092 2.857 0.663
C26 -4.566 2.470 0.141
O3 -4.768 2.994 -1.213
C27 -4.866 1.923 -2.187
H1 8.627 -2.041 0.660
H2 8.069 -3.210 -0.647
H3 8.591 -3.883 0.996
H4 6.520 -3.350 2.081
H5 5.766 -3.549 0.422
H6 5.517 -1.296 2.226
H7 7.014 -0.750 1.326
H8 6.546 -1.983 -1.562
H9 7.972 -0.557 -2.497
H10 7.894 0.184 -0.820
H11 5.783 1.635 -2.594
H12 7.426 1.434 -3.568
H13 7.690 2.313 -0.558
H14 6.793 3.488 -1.643
H15 8.952 2.959 -3.438
H16 8.902 4.341 -2.164
H17 10.498 1.578 -1.802
H18 11.132 3.335 -1.947
H19 11.186 4.016 1.443
H20 11.285 4.803 -0.257
H21 12.331 3.344 0.166
H22 4.490 -0.057 -2.862
H23 5.049 -1.731 -3.429
H24 4.535 -2.764 -1.163
H25 3.434 -0.069 -0.511
H26 3.368 -1.175 1.947
H27 2.536 -2.460 0.950
H28 0.684 -1.013 1.248
H29 1.326 0.049 -0.111
H30 2.241 1.724 1.385
H31 2.323 0.613 2.878
H32 0.424 2.425 2.956
H33 -0.382 0.767 2.969
H34 -0.220 1.523 0.031
H35 -0.544 3.105 0.915
H36 -2.499 1.212 2.153
H37 -2.391 0.764 0.358
H38 -3.211 3.589 1.551
H39 -2.575 3.411 -0.213
H40 -4.842 1.367 0.253
H41 -5.314 3.062 0.803
H42 -5.949 1.816 -2.578
H43 -4.461 0.913 -1.832
H44 -4.232 2.229 -3.100
O4 -4.892 -1.613 -3.145
P1 -5.376 -3.047 -3.404
O5 -4.401 -3.747 -2.262
C28 -4.807 -3.664 -0.902
C29 -5.979 -4.585 -0.614
O6 -4.435 -3.240 -4.763
C30 -4.073 -2.113 -5.559
C31 -2.694 -1.607 -5.167
O7 -6.037 -4.595 -3.720
C32 -5.355 -5.631 -4.425
C33 -4.029 -6.082 -3.840
H45 -5.052 -2.628 -0.645
H46 -3.951 -3.964 -0.292
H47 -6.875 -4.252 -1.147
H48 -6.205 -4.603 0.454
H49 -5.766 -5.603 -0.948
H50 -4.827 -1.326 -5.488
H51 -4.056 -2.437 -6.603
H52 -2.581 -1.503 -4.084
H53 -2.491 -0.640 -5.632
H54 -1.927 -2.315 -5.491
H55 -5.242 -5.349 -5.477
H56 -6.033 -6.491 -4.423
H57 -3.264 -5.308 -3.918
H58 -3.654 -6.958 -4.377
H59 -4.134 -6.342 -2.785
O8 -5.721 1.880 3.497
P2 -5.684 2.226 4.993
O9 -6.913 1.202 5.419
C34 -6.611 -0.181 5.549
C35 -5.807 -0.459 6.806
O10 -6.534 3.643 4.801
C36 -6.473 4.366 3.572
C37 -7.655 4.010 2.685
O11 -5.509 2.629 6.648
C38 -6.421 3.452 7.376
C39 -7.862 2.978 7.424
H60 -6.081 -0.535 4.660
H61 -7.564 -0.714 5.602
H62 -4.813 -0.006 6.740
H63 -5.684 -1.533 6.958
H64 -6.297 -0.031 7.684
H65 -5.520 4.194 3.065
H66 -6.511 5.432 3.813
H67 -7.812 2.930 2.613
H68 -7.515 4.408 1.677
H69 -8.576 4.429 3.098
H70 -6.361 4.482 7.010
H71 -6.042 3.482 8.403
H72 -8.343 3.035 6.446
H73 -8.447 3.603 8.105
H74 -7.923 1.944 7.766

Forces on atoms 1 to 2 (eV/Å):
C -0.292 0.170 -0.823
C 1.178 -0.278 1.073

Results of the Mulliken charge analysis, in e, for atoms 1 through 6:
1 C -0.89
2 C -0.50
3 C -0.65
4 C -0.11
5 O -0.46
6 C 0.43



[3]
C39H76O16S2 as an isolated structure, computed with wB97M-V/def2-TZVPD.

Calculated values
HOMO energy, hartree: -0.2869
Orbital gap, eV: 7.902
Electronic energy, eV: -96046.5019
LUMO level, eV: 0.10
Relative energy (zero: lowest compared OMol25 entry of this formula, charge and spin), eV: 54.753

Atoms and positions in Å:
C1 -3.530 0.716 1.301
C2 -2.438 0.465 2.348
C3 -2.893 0.462 3.810
O1 -2.796 -0.909 4.176
C4 -2.210 -1.638 3.275
O2 -2.067 -2.853 3.306
O3 -1.945 -0.809 2.212
H1 -3.183 0.724 0.268
H2 -3.943 1.703 1.512
H3 -4.370 0.021 1.317
H4 -1.629 1.192 2.269
H5 -3.963 0.651 3.713
H6 -2.434 1.235 4.426
C5 3.129 0.135 -2.269
C6 3.721 0.904 -3.462
O4 3.340 0.832 -4.621
C7 4.704 1.941 -3.106
H7 2.183 0.659 -2.131
H8 3.586 0.350 -1.304
H9 2.885 -0.884 -2.569
H10 5.426 2.395 -3.785
H11 5.330 1.534 -2.312
H12 4.160 2.714 -2.564
C8 0.787 0.257 -0.787
C9 -0.095 0.365 0.470
O5 -1.128 1.016 0.533
C10 0.409 -0.404 1.663
H13 1.022 -0.789 -0.983
H14 1.750 0.729 -0.591
H15 0.210 0.641 -1.628
H16 1.434 -0.129 1.910
H17 0.468 -1.434 1.311
H18 -0.243 -0.387 2.536
C11 4.535 -1.408 -0.816
C12 3.050 -1.264 -0.375
O6 2.580 -0.370 0.312
C13 2.048 -2.260 -0.912
H19 4.661 -0.763 -1.686
H20 4.697 -2.445 -1.111
H21 5.238 -1.065 -0.058
H22 1.473 -2.644 -0.069
H23 2.535 -3.149 -1.312
H24 1.456 -1.809 -1.709
C14 0.368 -3.216 -1.736
C15 -0.166 -3.344 -3.146
O7 -1.265 -3.785 -3.333
C16 0.716 -2.883 -4.278
H25 -0.264 -3.785 -1.053
H26 0.349 -2.145 -1.534
H27 1.379 -3.623 -1.754
H28 0.345 -3.218 -5.247
H29 1.721 -3.293 -4.179
H30 0.844 -1.804 -4.366
C17 -1.235 3.146 -1.167
C18 0.121 3.749 -1.492
O8 0.167 4.844 -2.057
C19 1.434 2.961 -1.101
H31 -1.332 3.118 -0.081
H32 -1.408 2.212 -1.701
H33 -2.082 3.793 -1.395
H34 2.280 3.573 -1.414
H35 1.424 1.978 -1.573
H36 1.483 2.909 -0.013
C20 -0.162 -3.000 1.876
C21 0.934 -3.215 2.893
O9 0.923 -2.663 3.988
C22 1.999 -4.267 2.618
H37 0.095 -3.506 0.945
H38 -0.406 -1.961 1.655
H39 -0.992 -3.546 2.325
H40 1.624 -5.248 2.325
H41 2.608 -4.464 3.500
H42 2.727 -3.879 1.906
C23 -1.087 -2.400 0.150
C24 -2.211 -1.644 -0.554
O10 -2.025 -1.108 -1.623
C25 -3.636 -1.645 0.021
H43 -0.772 -1.905 1.069
H44 -0.156 -2.448 -0.416
H45 -1.473 -3.415 0.244
H46 -4.373 -2.205 -0.554
H47 -4.154 -0.687 -0.023
H48 -3.726 -1.983 1.054
C26 1.585 -1.211 6.017
C27 0.873 -0.218 5.158
O11 1.406 0.838 4.844
C28 -0.395 -0.648 4.520
H49 1.279 -2.256 5.960
H50 1.312 -0.921 7.031
H51 2.648 -1.114 5.798
H52 -0.917 0.240 4.163
H53 -1.069 -1.227 5.152
H54 -0.051 -1.207 3.650
C29 -2.650 0.707 -1.725
C30 -3.360 2.055 -1.902
O12 -3.334 2.500 -2.999
C31 -3.981 2.697 -0.649
H55 -2.133 0.361 -2.620
H56 -3.424 0.022 -1.379
H57 -1.963 0.661 -0.880
H58 -4.309 1.916 0.037
H59 -4.806 3.299 -1.028
H60 -3.236 3.364 -0.216
C32 0.611 2.989 3.905
C33 -0.737 2.323 3.543
C34 -0.874 2.548 2.020
S1 -0.430 4.334 1.713
O13 -1.612 5.186 1.927
O14 0.493 4.424 0.542
C35 0.515 4.466 3.309
H61 1.426 2.603 3.293
H62 0.851 2.921 4.966
H63 -1.489 2.853 4.129
H64 -0.768 1.268 3.814
H65 -1.851 2.372 1.570
H66 -0.162 2.086 1.337
H67 -0.141 4.952 4.032
H68 1.359 5.153 3.255
C36 -0.954 -0.714 -4.861
C37 0.174 -0.163 -5.706
C38 1.316 0.323 -4.782
S2 0.757 0.333 -2.982
O15 0.817 1.689 -2.422
O16 1.341 -0.845 -2.317
C39 -0.979 0.005 -3.495
H69 -0.869 -1.785 -4.678
H70 -1.923 -0.623 -5.352
H71 -0.088 0.684 -6.339
H72 0.331 -1.012 -6.372
H73 1.665 1.298 -5.123
H74 2.254 -0.232 -4.784
H75 -1.434 0.993 -3.562
H76 -1.641 -0.511 -2.799

Forces on atoms 1 to 2 (eV/Å):
C 0.052 0.900 1.978
C -1.436 0.505 1.179

Results of the Mulliken charge analysis, in e, for atoms 1 through 6:
1 C -2.43
2 C 0.99
3 C -1.28
4 O -0.31
5 C 0.78
6 O -0.57